Formula: C11H11BF4N3O6Pd
Source: OMol25
Level of theory: ωB97M-V with the def2-TZVPD basis set

Output
Orbital gap (alpha / beta)   6.1 / 6.3 eV
2S+1   1
F_max   0.82 eV/Å
HOMO energy (alpha / beta)   -12.77 / -12.79 eV
Charge   +1

Structure (XYZ):
```
37
C11H11BF4N3O6Pd ωB97M-V with the def2-TZVPD basis set
Pd 1.0878 0.7909 -0.1436
C -1.7437 3.7815 -1.2185
C -0.9899 2.6135 -0.7014
N 0.1454 2.2121 -1.1334
O 0.8726 2.8387 -2.0967
C -1.5279 1.7832 0.4024
C -2.8246 2.0201 1.1167
N -0.8034 0.7896 0.7871
O -0.9235 -0.0580 1.6321
H -1.2536 4.2344 -2.0758
H -1.8587 4.5242 -0.4263
H -2.7405 3.4616 -1.5248
H 0.9531 3.7758 -1.8466
H -3.4186 2.7743 0.6093
H -2.6165 2.3556 2.1346
H -3.3987 1.0955 1.1734
O 2.1777 -0.4675 0.9175
C 1.9918 -1.7045 0.8992
C 1.1931 -2.4503 0.0006
C 1.1786 -3.8530 0.1905
C 0.5125 -4.6344 -0.6963
C -0.1523 -4.0862 -1.8036
C -0.1557 -2.7323 -2.0026
C 0.5057 -1.8757 -1.1019
O 0.4449 -0.5896 -1.3628
N 0.4974 -6.0952 -0.4965
O -0.1159 -6.7525 -1.3085
O 1.0525 -6.5249 0.4912
H 2.5426 -2.2615 1.6613
H 1.6938 -4.3084 1.0263
H -0.6582 -4.7519 -2.4893
H -0.6616 -2.2913 -2.8495
F 2.4110 2.5549 3.5031
B 1.8422 3.4949 2.7745
F 0.5203 3.6622 2.8383
F 2.5731 4.4096 2.1629
F 1.6471 2.2645 0.9572
```